No. 1
Density functional theory data (the ωB97M-V functional and the def2-TZVPD basis) for C3H2N4O in the gas phase in a non-equilibrium geometry.

## Properties
HOMO energy (eV): -10.616
Energy relative to the best compared isomer or geometry (same formula, charge and spin) (eV): 1.085
Total charge: 0
Kohn-Sham gap (eV): 11.24
F_max (eV/A): 2.7
Multiplicity: 1
SMILES string: c1nc2oncn2n1
E_LUMO (eV): 0.6

Positions of all 10 atoms, in Å:
C (-1.12, 0.20, -1.37)
C (0.55, 0.74, -0.26)
C (0.47, -0.63, 1.37)
H (-1.75, 0.09, -2.29)
H (0.09, -1.36, 2.09)
N (0.09, 0.85, -1.44)
N (1.72, -0.36, 1.31)
N (-0.38, 0.09, 0.54)
N (-1.46, -0.30, -0.24)
O (1.78, 0.68, 0.30)

These are the Mulliken partial charges, in e, on atoms 1 to 5:
1 C 0.037
2 C 0.597
3 C -0.079
4 H 0.377
5 H 0.384



No. 2
Density functional theory data (the ωB97M-V functional and the def2-TZVPD basis) for a 2-piece molecular cluster, C3H2N4S overall in a non-equilibrium geometry.

## Properties
HOMO energy (spin up / spin down) (eV): -10.078 / -9.507
Total charge: 0
Kohn-Sham gap (spin up / spin down) (eV): 9.92 / 5.44
F_max (eV/A): 2.8
Multiplicity: 3
<S²>: 2.024
E_LUMO (spin up / spin down) (eV): -0.2 / -4.1

Positions of all 10 atoms, in Å:
C (-2.02, -1.13, 0.24)
C (-0.29, 0.56, 0.08)
C (-3.51, 0.71, 0.13)
N (-0.84, -0.56, 0.15)
N (-3.15, -0.52, 0.22)
N (-3.97, 1.76, 0.05)
N (0.35, 1.54, 0.00)
S (3.00, 0.63, 0.22)
H (-2.02, -2.21, 0.33)
H (3.16, 1.86, -0.28)

These are the Mulliken partial charges, in e, on atoms 1 to 5:
1 C 0.157
2 C 0.599
3 C 0.490
4 N -0.320
5 N -0.505